# 1
This record from OMol25 describes a molecular structure, C34H50As3BF2NOPdTe in a non-equilibrium geometry. The level of theory is ωB97M-V/def2-TZVPD.

The geometry in XYZ format:
```
94
Properties=species:S:1:pos:R:3:forces:R:3
H 1.5179 0.7975 -2.0943 -0.111 0.069 -0.009
C -5.4817 -1.2363 -0.0037 0.033 -0.047 0.006
H 0.5398 2.3457 -0.7517 -0.025 -0.093 0.065
H 4.0100 -2.9552 -2.0872 0.018 0.008 0.037
H 1.5057 -0.1919 2.8336 0.009 0.012 0.003
C -3.0699 2.8544 0.7724 0.093 -0.079 0.115
C -3.6292 3.7417 -1.8022 0.041 -0.017 -0.018
C 0.8310 -1.5965 -3.8279 -0.285 0.076 0.010
B 1.3782 -4.7066 -0.0400 0.994 0.899 -0.006
H -1.2741 -3.3078 -1.0527 0.083 -0.083 0.134
H -1.0454 -2.9876 6.4142 0.015 0.000 -0.062
C 0.6044 -3.2965 2.9693 -0.127 -0.008 0.037
H -3.8534 4.0829 -2.8106 0.029 -0.021 0.077
F 0.3218 -5.4534 -0.2663 -0.407 -0.097 -0.289
H -4.3272 0.3989 0.7421 0.019 -0.062 -0.055
C 4.8119 0.0189 -1.3845 -0.030 0.039 0.002
H 2.0188 3.1476 1.2113 0.029 0.019 -0.008
H 0.5414 2.9220 -2.4364 -0.003 -0.007 0.033
H 4.7221 -1.0457 -1.1663 0.013 -0.028 -0.022
C -1.8228 -2.6967 -1.7644 -0.282 0.097 0.010
C -3.7332 4.0628 0.5563 0.002 0.012 0.025
C -0.8134 -1.3926 2.0366 -0.171 0.451 0.049
H -3.1953 0.7882 -2.9005 0.039 0.026 0.023
C -5.4623 -2.4148 -0.7380 0.013 0.013 0.012
C 3.7593 2.2416 -1.5084 -0.075 -0.146 -0.073
H 0.4213 -2.5864 -4.0219 -0.003 0.008 -0.011
H -5.7267 5.8275 -0.5424 0.031 -0.010 -0.011
H -1.7748 -1.5224 4.5293 0.024 0.004 0.019
Pd 1.2625 -2.7467 0.1259 -0.821 0.500 -0.543
C -0.9909 -2.2555 4.3959 0.012 -0.044 0.115
C -3.1147 -0.9573 -0.4045 -0.042 0.064 0.103
H 3.9231 -1.9929 -3.5857 0.001 -0.007 -0.018
As 3.2142 -1.1098 1.2131 -0.031 -0.146 0.212
H -4.0381 4.6561 1.4174 0.042 -0.055 -0.073
C 2.6036 3.9384 0.7411 -0.025 -0.024 0.077
H 2.6667 -1.2143 3.6892 0.004 -0.026 0.003
H 5.4418 -0.0816 1.9038 0.023 0.004 0.017
H -4.1798 6.6545 -0.3955 -0.010 -0.023 -0.011
H 0.7665 -4.6379 6.0602 -0.031 0.001 -0.017
H -6.3999 -0.8845 0.4519 0.036 -0.007 -0.041
H 1.8206 -4.8450 3.8220 -0.029 0.026 -0.010
H 1.5142 -1.3193 -4.6295 0.007 0.035 -0.023
N -0.2340 -1.3979 0.8438 -0.585 0.184 0.778
C -4.7032 5.8552 -0.9239 0.022 -0.113 0.012
C -0.5768 -3.0769 5.4406 -0.006 0.056 -0.113
H 0.1063 4.0164 -1.1246 -0.006 -0.033 -0.001
C 5.1032 -1.0996 1.7096 0.101 -0.002 -0.040
H 5.7215 -1.5529 0.9397 0.035 0.008 -0.016
H -1.1545 -1.8954 -2.0728 -0.026 0.036 -0.005
H 5.5829 0.4301 -0.7285 -0.025 -0.015 -0.028
C -2.6774 2.0850 -0.3298 -0.104 0.112 0.107
H 5.1549 0.1235 -2.4181 -0.018 0.010 0.056
C 2.4352 0.2188 -2.1829 0.010 0.163 0.431
H -1.5678 1.4551 -2.9055 0.013 0.007 0.006
H 3.6302 3.9015 1.1088 -0.027 0.008 -0.006
C -4.2724 -2.8567 -1.2931 -0.018 -0.051 0.015
F 2.4601 -5.3187 0.4313 0.127 -0.216 -0.038
H 3.5650 1.3331 0.9133 0.060 0.075 0.014
H 3.1296 0.4383 3.2146 0.012 0.018 0.016
H -2.3218 1.4661 2.2823 -0.043 0.011 -0.004
C 3.4788 0.7515 -1.1750 -0.013 -0.062 0.026
H -6.3712 -2.9895 -0.8768 0.054 0.029 0.010
C 0.4381 -4.0054 5.2445 -0.019 0.037 -0.013
C -4.0099 4.5287 -0.7202 -0.017 0.064 -0.030
H -3.7641 2.3593 2.7540 0.004 0.012 -0.035
H 0.0104 -0.8809 -3.7727 0.033 -0.013 -0.013
H 5.1975 -1.6874 2.6214 0.019 -0.012 0.031
O -1.7297 -0.5772 2.3494 0.151 -0.474 0.317
C 0.7595 3.1868 -1.4008 -0.089 0.068 -0.134
H 2.1790 4.9026 1.0201 0.002 -0.010 0.006
C 3.0213 0.6209 0.2928 -0.005 -0.061 -0.326
C 3.3594 -2.6097 -2.8852 0.004 0.056 -0.072
As 1.8198 -1.6453 -2.1591 0.534 -1.071 0.176
C 2.5607 -0.4458 2.9257 -0.098 0.026 0.002
C -2.8199 2.4290 2.2075 0.017 0.118 -0.168
C -2.9661 2.5271 -1.6347 -0.040 -0.025 0.034
H -4.2550 -3.7829 -1.8604 -0.009 0.078 0.014
H 1.0875 -3.3726 1.9892 0.106 -0.239 0.135
H 2.8144 0.3530 -3.1985 0.036 0.026 -0.061
H 4.0149 2.3078 -2.5695 0.043 -0.034 -0.033
H -2.0588 -3.3169 -2.6314 -0.022 0.045 0.013
C -4.3099 -0.5147 0.1597 -0.010 -0.046 0.052
C -3.0809 -2.1463 -1.1389 0.125 -0.026 -0.085
C 1.0329 -4.1210 3.9935 0.007 -0.009 0.071
H -2.8610 2.2901 -3.7750 -0.016 -0.013 0.049
H 1.9573 0.8544 0.3811 -0.046 0.062 0.009
H 4.6669 2.5411 -0.9740 0.026 -0.008 0.012
H 2.9681 -3.4812 -3.4104 0.003 -0.014 0.003
H -2.2046 3.1681 2.7285 -0.033 0.015 -0.051
C -2.6256 1.7225 -2.8734 -0.052 0.039 0.161
Te -1.4101 0.2750 -0.1320 0.488 -0.212 -0.977
As 2.5949 3.8222 -1.2177 0.104 0.091 0.013
C -0.3945 -2.3511 3.1431 0.094 -0.017 -0.224
H -4.7455 6.1194 -1.9808 -0.002 -0.012 0.024
```
Positions in Å, forces in eV/Å.

Properties
* E_HOMO (alpha / beta): -6.5 / -7.3 eV
* orbital gap (alpha / beta): 0.1933 / 0.2238 Ha
* spin multiplicity: 2
* F_max: 1.3 eV/A

---

# 2
This record from OMol25 describes C34H50O7 in the gas phase. The level of theory is ωB97M-V/def2-TZVPD.

The geometry in XYZ format:
```
91
Properties=species:S:1:pos:R:3:forces:R:3
C 0.2404 2.4074 -0.6132 -0.060 -0.071 0.126
C 3.1671 -0.6543 2.0577 -0.177 0.077 0.359
H 1.3928 1.0084 -2.6067 0.085 0.068 0.011
C -1.5911 -1.6219 -4.5553 -0.271 -0.118 -0.001
H -5.0237 0.1915 -3.1583 -0.080 -0.090 0.019
H -3.8139 1.0014 -2.1800 -0.005 0.094 0.204
C -3.5027 -2.9757 -5.4884 -0.269 0.145 -0.171
H 4.3553 2.9120 2.8238 0.087 0.048 0.097
C -3.8047 0.0477 -5.4788 0.212 -0.014 -0.003
H -0.3888 3.2571 -0.8844 -0.020 0.023 -0.113
H -1.2146 -2.5216 -4.0667 0.088 0.057 -0.001
H 4.1289 0.6710 3.4516 -0.233 0.029 -0.059
H 1.1452 -1.2859 6.0184 0.003 -0.016 0.011
H -1.3096 1.1369 -5.0798 0.068 0.021 -0.113
H -2.5242 2.3726 -4.8052 -0.014 -0.009 -0.088
C -0.7616 0.7306 -2.2725 0.058 0.168 0.042
H -0.7650 1.1093 2.4992 -0.072 0.113 0.066
C -0.5739 1.1114 -0.7522 0.055 0.058 -0.075
C 1.8392 2.6082 3.5301 0.099 -0.115 -0.134
C 1.7715 -1.0512 1.5766 0.172 -0.007 0.036
H 4.4242 1.2889 8.5061 -0.171 0.098 -0.250
H -1.0506 -3.6417 -6.3284 0.076 -0.090 0.000
C 1.6655 0.5584 7.0211 0.138 -0.030 0.005
H -0.0230 2.7853 1.4983 -0.037 0.056 0.120
H -0.6403 -2.1040 -7.0972 0.074 0.084 -0.014
O 4.1581 -0.7903 5.2190 0.061 -0.002 -0.046
H 0.8976 2.1629 3.8285 -0.154 -0.002 0.097
H 1.0215 -0.2919 -0.7327 0.035 -0.032 -0.015
H -4.6888 -0.5540 -5.2618 -0.071 0.041 0.003
O -4.5989 -2.9653 -5.9814 -0.146 0.025 -0.100
O 3.5776 0.8337 8.3745 0.187 -0.446 0.599
H -1.8057 1.6626 0.9395 -0.018 0.061 0.122
H 2.3651 1.2756 0.3943 0.046 -0.023 -0.076
H 3.6549 -1.5204 2.5092 0.095 0.038 -0.059
H 1.6491 3.6134 3.1640 -0.054 0.132 -0.056
O 3.3456 2.2551 6.6743 0.085 0.112 -0.121
H 3.7884 -0.3275 1.2227 0.073 0.036 -0.012
C -1.3758 1.9043 -3.0615 -0.030 -0.065 -0.095
C 0.7895 2.6265 0.7932 0.218 -0.137 -0.266
H -3.5474 -1.0114 -7.3212 0.073 0.024 -0.061
H 2.5596 -1.4176 7.0996 -0.019 0.011 -0.124
C 3.7596 2.5895 1.9732 -0.172 -0.185 0.080
H 4.3934 1.9974 1.3161 0.103 -0.066 -0.108
C -1.9388 1.3369 -0.0839 0.107 0.016 0.016
C -2.4498 -0.8400 -3.5452 0.112 -0.032 -0.188
H -0.9046 -0.6387 2.3381 -0.045 -0.029 0.049
C -0.2036 0.1824 2.4562 -0.075 0.109 -0.027
O -3.1301 -3.9208 -4.6152 0.367 -0.373 0.459
H 2.4750 2.6849 4.4097 0.007 0.043 0.091
C 2.9344 1.3257 7.3153 -0.284 0.367 -0.122
H 1.8902 -1.6507 0.6728 -0.061 -0.059 0.017
C -3.1129 0.4055 -4.1531 -0.261 0.051 -0.073
O -0.6955 -2.1966 0.6803 -0.041 -0.024 0.007
C 1.6635 1.4473 1.2208 -0.245 0.148 0.186
C 0.8226 0.1525 1.3191 0.038 -0.161 -0.239
H 1.3101 -1.7033 2.3164 0.003 -0.073 -0.066
C 2.0442 -0.7851 6.3771 0.168 0.080 -0.118
C -2.0534 1.4901 -4.3654 -0.019 -0.067 0.196
C 0.5819 0.3779 -2.9602 -0.025 0.019 0.018
H -0.5819 2.6184 -3.2899 0.008 0.057 0.079
C 3.1152 0.4767 3.0777 0.801 0.093 -0.477
H -2.5366 0.4306 -0.0673 -0.122 0.030 0.060
C 2.5474 1.7758 2.4565 0.007 -0.089 0.120
C -4.1988 0.9003 -3.1893 0.232 -0.082 -0.149
H -0.7345 -1.0279 -4.8678 0.104 0.008 -0.063
H 1.0550 1.1441 6.3346 0.078 0.034 0.089
H -3.8555 -4.5494 -4.4741 -0.047 0.227 -0.198
H -4.5910 1.8606 -3.5175 -0.071 0.152 -0.003
H 3.4402 3.4758 1.4312 -0.025 0.105 -0.088
H 0.4979 0.5402 -4.0308 0.027 -0.013 -0.134
H 0.3055 0.0540 3.4049 -0.067 0.017 0.080
H 1.3847 3.5412 0.7794 -0.040 0.063 0.079
H -3.2488 -1.5178 -3.2223 0.012 -0.001 0.060
H 1.0887 2.3997 -1.2984 0.034 0.044 -0.061
H -4.1471 0.9676 -5.9579 -0.092 0.055 0.031
H -2.0971 -2.3476 -1.4138 -0.081 -0.112 -0.033
C 2.9840 -0.5240 5.2101 0.053 -0.546 0.601
C -1.5207 -1.4329 -1.3591 -0.328 -0.150 -0.358
H 1.1252 0.3815 7.9509 -0.031 0.022 -0.035
C -0.6944 -1.3156 -0.1565 0.229 0.137 -0.154
O 2.3418 0.0669 4.2155 -0.445 0.145 -0.217
H -2.1072 -0.1252 -6.8140 0.104 -0.043 -0.039
C 0.1708 -0.0686 -0.0796 0.050 0.073 0.359
H -2.1102 2.4288 -2.4560 0.003 0.097 0.050
H -2.5043 2.1161 -0.5884 -0.069 0.054 -0.044
H 0.8561 -0.6631 -2.8052 0.080 -0.033 -0.012
C -2.3782 -2.0044 -5.8104 0.261 0.073 -0.165
C -1.4619 -2.7490 -6.7939 -0.108 0.017 0.125
C -2.9384 -0.7365 -6.4586 -0.298 -0.154 0.164
C -1.6047 -0.5228 -2.3380 -0.097 -0.364 0.405
H -2.0180 -3.0405 -7.6823 -0.023 -0.035 -0.114
```
Positions in Å, forces in eV/Å.

Properties
* E_HOMO: -9.1 eV
* orbital gap: 0.3526 Ha
* spin multiplicity: 1
* F_max: 0.9 eV/A

---

Q: Among the records above, which one has the lowest spin multiplicity?
A: C34H50O7